*one*
Density functional theory data (ωB97M-V with the def2-TZVPD basis set) for a 3-piece molecular cluster, C3H12NO2 overall.

```
18
Properties=species:S:1:pos:R:3:mulliken_charge:R:1
C 2.10496 0.93060 -1.24224 -1.009
C 1.74809 -0.38191 -0.58610 -0.092
C 1.88531 -0.76321 0.69916 -0.148
N 0.61707 -1.45914 1.26253 -0.285
H 1.28112 1.65281 -1.20858 0.269
H 2.34377 0.84736 -2.29647 0.342
H 3.08246 1.24803 -0.83170 0.318
H 0.92878 -0.85332 -1.11861 0.187
H 2.54831 -0.80634 1.53214 0.395
H 0.64502 -2.43622 0.95668 0.354
H -0.27440 -0.98597 0.89747 0.295
H 0.70544 -1.41335 2.28709 0.405
H -2.06474 0.37229 0.02554 0.358
H -1.64439 -0.96908 -0.84850 0.313
O -1.40824 -0.43887 -0.05494 -0.693
H -3.87866 1.89254 0.71981 0.336
H -3.49953 2.67805 -0.50706 0.336
O -3.49819 1.75976 -0.16176 -0.682
```

Results
HOMO energy ... -13.90 eV
Total charge ... +1
HOMO-LUMO gap ... 10.74 eV


*two*
Density functional theory data (ωB97M-V with the def2-TZVPD basis set) for a 3-piece molecular cluster, C3H12NO2 overall.

```
18
Properties=species:S:1:pos:R:3:mulliken_charge:R:1
C -0.53433 -1.97235 1.56606 -1.198
C -0.19167 -0.58112 1.19861 0.526
C -1.15379 0.35680 1.41682 -0.986
N 0.93734 -0.25618 0.29520 -0.177
H 0.30299 -2.61980 1.72453 0.415
H -1.02533 -2.01917 2.64218 0.365
H -1.08176 -2.31583 0.66960 0.277
H -1.11502 1.22976 0.75787 0.340
H -1.94357 0.14201 2.09117 0.341
H 0.89724 -0.22317 -0.75316 0.280
H 1.67380 -0.87185 0.72818 0.423
H 1.28267 0.69054 0.69079 0.438
H 0.80518 0.08584 -2.76882 0.304
H 1.08467 -1.43561 -3.15993 0.332
O 0.87941 -0.80318 -2.40925 -0.689
H -0.04316 2.53042 -1.88030 0.305
H 0.27391 3.22693 -0.45389 0.335
O -0.42870 2.87233 -1.02119 -0.630
```

Results
HOMO energy ... -14.05 eV
Total charge ... +1
HOMO-LUMO gap ... 10.43 eV


Stability, highest: *one*


*one*
Density functional theory data (ωB97M-V with the def2-TZVPD basis set) for a 3-piece molecular cluster, C3H12NO2 overall.

```
18
Properties=species:S:1:pos:R:3:mulliken_charge:R:1
C 0.63326 -2.07267 -1.44170 -1.259
C 0.96867 -1.47169 -0.08061 0.595
C 2.23256 -1.05209 0.15874 -0.717
N -0.26688 -0.87260 0.65377 -0.223
H 0.16335 -1.29970 -2.07991 0.316
H -0.06161 -2.93971 -1.39225 0.357
H 1.50274 -2.37141 -1.94942 0.387
H 2.49300 -0.54064 1.16672 0.218
H 2.95515 -1.00879 -0.70048 0.258
H -0.98588 -1.61105 0.74533 0.389
H 0.16259 -0.51595 1.51057 0.371
H -0.71805 -0.03972 0.29704 0.329
H -1.63406 2.06612 0.17192 0.419
H -2.80755 1.09129 0.42237 0.295
O -1.98329 1.05205 0.03702 -0.726
H -0.30548 3.81954 0.34418 0.319
H -1.29721 4.26145 1.33136 0.313
O -1.05131 3.50557 0.80535 -0.640
```

Results
HOMO energy ... -14.24 eV
Total charge ... +1
HOMO-LUMO gap ... 10.97 eV


*two*
Density functional theory data (ωB97M-V with the def2-TZVPD basis set) for a 3-piece molecular cluster, C3H12NO2 overall.

```
18
Properties=species:S:1:pos:R:3:mulliken_charge:R:1
C -0.22639 -1.11104 3.10873 -1.133
C -0.57689 -0.97659 1.66123 -0.025
C -0.84577 0.15180 1.02401 -0.338
N -1.13513 0.19039 -0.41582 -0.176
H 0.81513 -1.41636 3.14125 0.298
H -0.90306 -1.83879 3.54823 0.335
H -0.44348 -0.20752 3.67284 0.346
H -0.64486 -1.90343 1.13017 0.355
H -1.16858 0.98216 1.64222 0.283
H -1.96891 -0.34506 -0.67558 0.376
H -0.28979 -0.18628 -0.96931 0.306
H -1.22091 1.16631 -0.68574 0.381
H 1.65492 0.20839 -1.97824 0.319
H 1.24199 -1.18899 -2.35429 0.327
O 1.04507 -0.49865 -1.70761 -0.665
H 2.10866 2.78580 -3.08067 0.332
H 0.89467 2.23675 -3.78363 0.314
O 1.66334 1.95113 -3.27778 -0.636
```

Results
HOMO energy ... -14.15 eV
Total charge ... +1
HOMO-LUMO gap ... 10.98 eV


Stability, highest: *two*


*one*
Density functional theory data (ωB97M-V with the def2-TZVPD basis set) for one molecule with the formula C3H6P2.

```
11
Properties=species:S:1:pos:R:3:mulliken_charge:R:1
C -2.65067 0.16354 -0.68833 -0.566
C -1.49679 0.06794 0.00228 -0.068
P -0.41395 -1.37622 0.09860 -0.049
C 1.05894 -0.62620 0.12340 -0.161
P 2.74683 -1.25952 0.68064 -0.003
H -3.25022 1.15345 -0.78799 0.215
H -3.17810 -0.73183 -1.10789 0.233
H -1.06144 1.03637 0.42874 0.210
H 0.93263 0.48760 0.21125 0.154
H 2.52056 -2.44937 0.11768 0.009
H 3.54695 -1.09094 -0.37551 0.023
```

Results
SMILES string ... C=C/P=C/P
HOMO energy ... -8.80 eV
Total charge ... 0
HOMO-LUMO gap ... 8.71 eV


*two*
Density functional theory data (ωB97M-V with the def2-TZVPD basis set) for one molecule with the formula C3H6P2.

```
11
Properties=species:S:1:pos:R:3:mulliken_charge:R:1
C 0.20648 -0.16880 1.30748 -0.160
C 0.72693 1.22249 0.82173 -0.020
C 0.02129 1.45028 -0.40647 -0.995
P -0.48955 -1.60473 0.89714 -0.130
P -0.14958 -1.86775 -1.22917 -0.146
H 0.59093 1.85257 1.74192 0.233
H 1.81716 1.00292 0.87221 0.222
H 0.12175 0.87878 -1.24544 0.604
H -0.87163 1.99916 -0.25313 0.271
H -1.42793 -1.62340 -1.32492 0.063
H -0.54586 -3.14152 -1.18136 0.060
```

Results
HOMO energy (alpha / beta) ... -8.26 / -8.03 eV
Total charge ... 0
HOMO-LUMO gap (alpha / beta) ... 7.66 / 7.80 eV


Stability, highest: *one*


*one*
Density functional theory data (ωB97M-V with the def2-TZVPD basis set) for one molecule with the formula C3H7N3S.

```
14
Properties=species:S:1:pos:R:3:mulliken_charge:R:1
N 0.07922 1.53987 -0.70979 -0.726
C -0.16078 0.60962 0.44570 0.427
C 1.08351 -0.29087 0.64205 -0.692
N 0.81585 -1.35997 -0.33594 -0.458
N -0.54306 -1.44865 -0.38551 0.003
C -1.21044 -0.40753 0.03775 -0.215
S -2.82926 -0.17925 0.07570 -0.364
H 0.65221 2.35771 -0.41517 0.250
H -0.78924 2.00585 -0.97125 0.268
H -0.48143 1.09787 1.39633 0.340
H 1.09943 -0.68046 1.67552 0.250
H 2.05902 0.17323 0.54397 0.336
H 1.19187 -1.06069 -1.24429 0.308
H -0.96689 -2.35673 -0.75507 0.272
```

Results
SMILES string ... N[C@@H]1CNNC1=S
HOMO energy ... -8.24 eV
Total charge ... 0
HOMO-LUMO gap ... 8.98 eV


*two*
Density functional theory data (ωB97M-V with the def2-TZVPD basis set) for one molecule with the formula C3H7N3S.

```
14
Properties=species:S:1:pos:R:3:mulliken_charge:R:1
H -2.25933 -0.84813 0.55206 0.255
N -2.04288 -0.20861 1.29799 -0.657
C -0.72540 0.07522 1.26470 0.011
N 0.14002 -0.45418 0.23925 0.113
C -0.23358 -1.45974 -0.60609 -1.049
N 1.08818 0.43952 -0.04532 -0.300
C 1.02281 1.64255 -0.69988 -0.211
S 2.06734 2.88626 -1.27826 -0.250
H -0.39823 0.75715 2.00193 0.471
H 0.74310 -1.81719 -0.91648 0.344
H -0.67819 -2.21815 0.18454 0.499
H -0.65514 -1.08334 -1.58724 0.246
H 1.89510 0.36313 0.50918 0.223
H 0.03621 1.92551 -0.91638 0.307
```

Results
SMILES string ... [H]/N=C\N(C)NC=S
HOMO energy ... -8.69 eV
Total charge ... 0
HOMO-LUMO gap ... 8.86 eV


Stability, highest: *one*


*one*
Density functional theory data (ωB97M-V with the def2-TZVPD basis set) for one molecule with the formula C3H7N3S.

```
14
Properties=species:S:1:pos:R:3:mulliken_charge:R:1
C 1.56936 0.76310 0.24892 -1.267
C 0.28741 0.14974 0.77097 0.113
N 0.62609 -1.26948 0.86068 -0.146
N 0.14240 -1.93081 -0.03710 -0.269
C -0.70518 -1.17847 -0.89548 -0.361
N -0.84668 0.09046 -0.25426 -0.154
S -2.37626 0.58654 0.24549 -0.213
H 1.78042 0.33366 -0.63283 0.347
H 2.43755 0.72162 1.02114 0.312
H 1.36958 1.78774 0.08826 0.356
H 0.02278 0.51149 1.67313 0.492
H -0.30170 -0.93726 -1.81756 0.330
H -1.62410 -1.58682 -0.95889 0.322
H -2.38167 1.95848 -0.31249 0.139
```

Results
SMILES string ... C[C@@H]1N=NCN1S
HOMO energy ... -8.91 eV
Total charge ... 0
HOMO-LUMO gap ... 9.58 eV


*two*
Density functional theory data (ωB97M-V with the def2-TZVPD basis set) for one molecule with the formula C3H7N3S.

```
14
Properties=species:S:1:pos:R:3:mulliken_charge:R:1
H 0.11623 3.08258 0.85672 0.227
N 0.82707 2.38460 1.22390 -0.729
C 0.37721 1.24679 0.93253 0.595
N 1.05788 0.14001 1.37447 -0.478
C -1.00010 0.88716 0.25737 -0.692
S -0.78232 0.09243 -1.36683 0.017
N -0.55039 -1.49611 -0.86862 -0.348
C -0.13178 -2.36116 -1.71050 -0.257
H 0.87308 -0.76416 0.92152 0.249
H 2.06585 0.29128 1.53016 0.281
H -1.53647 0.15423 0.85037 0.302
H -1.53823 1.83559 0.05949 0.348
H 0.13450 -2.13686 -2.75816 0.236
H 0.08748 -3.35640 -1.30241 0.249
```

Results
SMILES string ... [H]/N=C(/N)CSN=C
HOMO energy ... -8.91 eV
Total charge ... 0
HOMO-LUMO gap ... 9.60 eV


*three*
Density functional theory data (ωB97M-V with the def2-TZVPD basis set) for one molecule with the formula C3H7N3S.

```
14
Properties=species:S:1:pos:R:3:mulliken_charge:R:1
N -0.77497 2.35946 0.18808 -0.643
C -0.59788 0.91398 0.61501 -0.250
C -0.89486 0.08978 -0.69761 -0.091
N -0.33718 -0.76966 -1.47046 -0.642
N 0.74880 -1.52856 -0.98479 0.162
C 1.07485 -1.87812 0.31029 -0.142
S 2.40633 -2.54624 0.87966 -0.342
H -0.06536 2.74416 1.12229 0.303
H -0.20340 2.64508 -0.65048 0.284
H 0.39004 0.42243 1.32369 0.241
H -1.52630 0.69972 1.36655 0.237
H -1.82422 0.41864 -1.28900 0.356
H 1.43463 -1.94425 -1.67305 0.237
H 0.16952 -1.62640 0.95982 0.292
```

Results
SMILES string ... NC/C=N\NC=S
HOMO energy ... -8.70 eV
Total charge ... 0
HOMO-LUMO gap ... 8.90 eV


Stability, highest: *two*